Entry 1:
{"formula": "C3H5NO2", "method": "ωB97M-V with the def2-TZVPD basis set", "mol_weight_da": 87.08, "total_charge": 0, "e_lumo_ev": 0.15, "e_above_lowest_kj_mol": 726.32, "gap_ev": 9.47, "species": ["C", "C", "C", "N", "O", "O", "H", "H", "H", "H", "H"], "positions_angstrom": [[0.735, 1.212, -0.158], [2.130, 0.810, 0.254], [1.219, -0.160, 0.449], [-2.115, -1.185, -0.080], [-2.666, -1.795, -0.963], [-1.889, -0.033, 0.074], [-0.005, 1.883, 0.390], [0.395, 1.160, -1.274], [3.097, 1.148, 0.149], [-2.107, -1.855, 0.822], [1.205, -1.185, 0.337]], "forces_ev_per_a": [[-1.6, -1.1, -0.9], [-4.4, -1.8, 0.4], [2.3, 5.2, -1.4], [-2.0, -3.2, 3.4], [0.4, 0.5, -1.4], [0.5, 1.0, -0.6], [1.4, -1.0, -0.2], [1.0, 0.3, 1.8], [1.9, 0.4, 0.0], [0.9, 1.6, -1.4], [-0.5, -2.0, 0.3]]}

Entry 2:
{"formula": "C3H5NO2", "method": "ωB97M-V with the def2-TZVPD basis set", "mol_weight_da": 87.08, "total_charge": 0, "e_lumo_ev": 0.72, "e_above_lowest_kj_mol": 339.60, "gap_ev": 10.00, "species": ["C", "C", "C", "N", "O", "O", "H", "H", "H", "H", "H"], "positions_angstrom": [[-1.755, 0.513, 0.846], [0.152, -1.181, 0.121], [1.123, -0.393, -0.696], [-1.205, -0.413, 0.119], [-1.682, -0.869, -0.962], [0.229, -2.255, 0.604], [-2.724, 0.875, 0.566], [-1.278, 0.805, 1.761], [2.055, -0.300, -0.142], [0.735, 0.594, -0.933], [1.338, -0.921, -1.626]], "forces_ev_per_a": [[1.0, -1.0, 0.1], [-0.8, 0.9, 0.3], [0.3, 0.0, -0.1], [-0.3, 0.0, 0.1], [-0.4, 0.0, -0.5], [0.1, 0.3, 0.1], [-0.2, 0.1, -0.3], [0.2, 0.0, 0.2], [0.0, 0.0, 0.0], [0.0, -0.1, 0.0], [0.0, -0.1, 0.1]]}

Entry 3:
{"formula": "C3H5NO2", "method": "ωB97M-V with the def2-TZVPD basis set", "mol_weight_da": 87.08, "total_charge": 0, "e_lumo_ev": 0.83, "e_above_lowest_kj_mol": 153.61, "gap_ev": 10.62, "species": ["N", "C", "O", "C", "C", "O", "H", "H", "H", "H", "H"], "positions_angstrom": [[1.335, 0.783, 0.318], [1.309, -0.016, -0.660], [0.260, -0.813, -0.916], [-0.752, -0.842, 0.087], [-1.329, 0.517, 0.445], [-1.905, 0.699, 1.488], [2.197, 1.321, 0.336], [2.084, -0.172, -1.416], [-0.386, -1.320, 1.001], [-1.552, -1.452, -0.345], [-1.262, 1.296, -0.339]], "forces_ev_per_a": [[0.1, -0.2, -0.2], [0.1, 0.2, 0.1], [0.1, 0.1, 0.0], [-0.1, 0.0, 0.2], [-0.2, 0.0, 0.3], [0.2, 0.0, -0.5], [0.0, -0.1, 0.0], [-0.1, 0.1, 0.1], [0.0, 0.1, -0.1], [0.1, 0.1, 0.1], [0.0, 0.0, 0.1]]}

Entry 4:
{"formula": "C3H5NO2", "method": "ωB97M-V with the def2-TZVPD basis set", "mol_weight_da": 87.08, "total_charge": 0, "e_lumo_ev": 0.76, "e_above_lowest_kj_mol": 20.56, "gap_ev": 10.81, "species": ["O", "C", "N", "C", "C", "O", "H", "H", "H", "H", "H"], "positions_angstrom": [[-1.489, -2.197, 0.136], [-0.767, -1.242, 0.037], [-0.732, -0.127, 0.837], [0.287, 0.816, 0.449], [0.795, 0.174, -0.860], [0.192, -1.115, -0.921], [-1.557, 0.117, 1.358], [-0.124, 1.810, 0.257], [1.081, 0.892, 1.204], [1.876, 0.032, -0.869], [0.502, 0.743, -1.750]], "forces_ev_per_a": [[0.2, 0.3, -0.1], [-0.2, -0.1, 0.1], [-0.2, -0.1, 0.0], [0.1, 0.2, -0.1], [0.2, 0.1, 0.0], [-0.1, -0.3, 0.0], [0.2, -0.1, 0.1], [0.1, 0.0, 0.1], [-0.2, 0.0, -0.2], [-0.1, 0.1, 0.0], [0.0, -0.1, 0.2]]}

Entry 5:
{"formula": "C3H5NO2", "method": "ωB97M-V with the def2-TZVPD basis set", "mol_weight_da": 87.08, "total_charge": 0, "e_lumo_ev": 0.42, "e_above_lowest_kj_mol": 18.82, "gap_ev": 10.12, "species": ["C", "C", "O", "C", "O", "N", "H", "H", "H", "H", "H"], "positions_angstrom": [[-1.714, 0.096, 0.006], [-0.348, -0.360, -0.417], [-0.130, -1.359, -1.067], [0.834, 0.505, 0.060], [0.737, 1.712, 0.188], [1.941, -0.233, 0.303], [-2.470, -0.454, -0.552], [-1.828, -0.127, 1.075], [-1.834, 1.173, -0.116], [1.967, -1.194, 0.000], [2.801, 0.238, 0.528]], "forces_ev_per_a": [[0.0, -0.1, -0.1], [-0.2, -0.3, -0.1], [-0.1, 0.4, 0.3], [0.2, 0.2, 0.0], [0.0, -0.5, 0.0], [0.0, 0.1, 0.0], [0.0, 0.0, 0.0], [0.0, 0.1, -0.1], [0.1, -0.1, 0.0], [0.0, 0.1, 0.0], [0.0, 0.0, 0.0]]}

Entry 6:
{"formula": "C3H5NO2", "method": "ωB97M-V with the def2-TZVPD basis set", "mol_weight_da": 87.08, "total_charge": 0, "e_lumo_ev": 0.85, "e_above_lowest_kj_mol": 116.95, "gap_ev": 10.52, "species": ["O", "C", "C", "N", "C", "O", "H", "H", "H", "H", "H"], "positions_angstrom": [[-0.009, -0.707, -1.741], [0.447, -0.382, -0.461], [0.161, 1.082, -0.074], [-0.561, 0.569, 1.089], [-0.411, -0.757, 0.781], [-0.773, -1.779, 1.309], [0.027, -1.667, -1.845], [1.497, -0.677, -0.309], [1.030, 1.708, 0.156], [-0.475, 1.577, -0.812], [-0.933, 1.033, 1.906]], "forces_ev_per_a": [[-0.1, -0.3, 0.0], [0.3, 0.0, 0.2], [0.1, 0.2, -0.2], [0.0, -0.1, 0.2], [0.0, -0.2, 0.1], [0.1, 0.4, -0.3], [0.0, 0.1, 0.0], [-0.2, 0.1, 0.0], [-0.1, -0.2, 0.0], [0.0, 0.0, 0.1], [0.0, -0.1, -0.1]]}